1.
{
  "formula": "C30H25BrN2O4SSnTe",
  "method": "ωB97M-V with the def2-TZVPD basis set",
  "homo_lumo_gap_ev": 7.35,
  "spin_multiplicity": 1,
  "lumo_energy_ev": -0.11,
  "homo_energy_ha": -0.2741,
  "elements": ["Sn", "C", "C", "O", "C", "C", "C", "C", "C", "C", "O", "H", "H", "H", "H", "H", "H", "H", "S", "C", "C", "C", "C", "C", "C", "C", "C", "C", "N", "H", "H", "H", "H", "H", "H", "C", "O", "C", "O", "H", "H", "H", "Br", "C", "C", "C", "C", "C", "N", "H", "H", "H", "H", "Te", "C", "C", "C", "C", "C", "C", "H", "H", "H", "H", "H"],
  "coordinates": [[-0.0990, -0.4108, 0.2442], [2.7338, -1.5700, -4.2533], [1.8450, -0.6474, -3.4440], [0.7626, -1.0649, -3.0530], [2.3310, 0.6921, -3.1536], [3.1918, 1.3020, -4.0866], [3.7267, 2.5489, -3.8933], [3.4336, 3.2240, -2.7049], [2.6081, 2.6601, -1.7692], [1.9953, 1.3867, -1.9452], [1.2289, 0.9950, -0.9706], [2.4136, -2.5948, -4.0761], [3.7781, -1.4500, -3.9734], [2.6242, -1.3530, -5.3181], [3.3991, 0.7780, -5.0113], [4.3534, 3.0046, -4.6478], [3.8637, 4.2015, -2.5220], [2.3789, 3.1791, -0.8467], [-1.7046, 3.7334, 1.5982], [-2.7690, 3.2060, 0.3670], [-2.3980, 2.0044, -0.1578], [-1.2239, 1.4822, 0.4365], [-0.7453, 2.2970, 1.4200], [0.3598, 1.9605, 2.2905], [0.8491, 2.7934, 3.2975], [1.8743, 2.3445, 4.1061], [2.3892, 1.0681, 3.9066], [1.8555, 0.3026, 2.8896], [0.8721, 0.7358, 2.1062], [-3.6188, 3.8158, 0.1042], [-2.9581, 1.5014, -0.9331], [0.4259, 3.7793, 3.4319], [2.2735, 2.9781, 4.8871], [3.1844, 0.6780, 4.5246], [2.2080, -0.7015, 2.6890], [-3.0090, -1.5792, 3.4887], [-2.3381, -0.9162, 2.4038], [-1.2738, -1.5214, 1.8846], [-0.8289, -2.5775, 2.2643], [-3.6412, -0.8307, 3.9564], [-2.2829, -1.9719, 4.1984], [-3.6167, -2.3974, 3.1024], [-2.7773, -2.9353, -0.6967], [-2.4132, -1.6776, -2.0508], [-3.0437, -1.8076, -3.2787], [-2.7730, -0.8558, -4.2467], [-1.8786, 0.1663, -3.9636], [-1.2997, 0.2055, -2.7116], [-1.5766, -0.6944, -1.7643], [-3.7235, -2.6260, -3.4601], [-3.2573, -0.9106, -5.2125], [-1.6311, 0.9195, -4.6973], [-0.5867, 0.9699, -2.4280], [1.5014, -2.6546, -0.1247], [2.0105, -3.4670, 1.7808], [1.3466, -4.5846, 2.2733], [1.7782, -5.1943, 3.4412], [2.8552, -4.6749, 4.1458], [3.5193, -3.5572, 3.6630], [3.1117, -2.9718, 2.4722], [0.4913, -4.9736, 1.7372], [1.2786, -6.0867, 3.7971], [3.1749, -5.1409, 5.0691], [4.3660, -3.1520, 4.2032], [3.6690, -2.1360, 2.0645]],
  "atomic_forces_ev_per_a": [[-0.675, 0.941, 0.352], [-0.093, -0.045, 0.034], [-0.165, -0.570, -0.003], [0.481, -0.249, 0.108], [-0.039, 0.553, 0.489], [-0.120, -0.050, 0.059], [0.060, 0.101, -0.133], [0.000, -0.001, -0.012], [-0.053, -0.019, 0.032], [0.371, 0.187, -0.093], [-0.528, -0.824, 0.140], [-0.024, 0.022, -0.023], [0.041, 0.000, -0.077], [0.054, -0.007, -0.012], [0.078, -0.030, 0.034], [0.025, -0.023, 0.009], [-0.017, 0.013, 0.017], [-0.011, -0.016, 0.009], [0.045, -0.244, -0.044], [0.036, 0.107, 0.077], [-0.084, 0.011, -0.070], [0.591, -0.733, 0.017], [-0.492, 0.398, -0.208], [0.132, -0.019, 0.229], [0.046, -0.007, -0.029], [-0.006, -0.104, -0.089], [-0.021, 0.075, 0.022], [0.114, -0.160, 0.032], [0.103, -0.098, -0.322], [0.004, -0.005, -0.045], [-0.024, 0.056, -0.007], [-0.014, 0.004, -0.004], [-0.022, 0.016, 0.005], [0.004, -0.034, -0.014], [-0.018, 0.068, 0.034], [0.113, -0.086, -0.020], [-0.393, 0.306, 0.204], [0.930, 0.050, -0.870], [-0.411, -0.050, 0.365], [-0.005, 0.013, -0.025], [-0.027, -0.008, 0.001], [0.022, -0.019, 0.011], [-0.010, -0.073, -0.014], [-0.069, 0.071, -0.141], [-0.016, -0.024, 0.022], [0.142, 0.094, 0.069], [-0.236, 0.007, -0.012], [-0.055, 0.255, -0.002], [0.146, -0.198, 0.409], [-0.002, -0.004, 0.041], [0.013, -0.040, -0.018], [0.012, 0.018, 0.014], [-0.108, 0.015, -0.032], [0.232, 0.188, -0.283], [-0.038, 0.214, -0.119], [-0.080, -0.013, -0.118], [0.029, -0.045, -0.020], [-0.019, 0.037, 0.051], [0.008, -0.058, 0.035], [0.064, 0.031, -0.108], [-0.007, 0.003, 0.042], [-0.050, 0.047, 0.028], [0.019, -0.013, -0.015], [0.012, -0.006, -0.023], [0.005, -0.026, 0.014]]
}


2.
{
  "formula": "C30H25BrN6O3S3Ti",
  "method": "ωB97M-V with the def2-TZVPD basis set",
  "homo_lumo_gap_ev": [4.29, 5.24],
  "spin_multiplicity": 3,
  "charge": -2,
  "lumo_energy_ev": [3.82, 3.82],
  "homo_energy_ha": [-0.0172, -0.0520],
  "elements": ["Ti", "C", "C", "N", "N", "C", "S", "S", "C", "C", "C", "C", "C", "C", "C", "C", "C", "C", "C", "C", "C", "O", "H", "H", "H", "H", "H", "H", "H", "H", "H", "H", "H", "H", "H", "H", "N", "C", "S", "N", "N", "C", "C", "C", "C", "C", "C", "N", "H", "H", "H", "H", "H", "H", "H", "Br", "C", "C", "C", "C", "C", "C", "C", "O", "O", "H", "H", "H", "H"],
  "coordinates": [[-0.3345, 0.3597, -0.8527], [0.4391, 0.8993, 2.3516], [0.9256, 0.2294, 1.1007], [0.2380, -0.8509, 0.6614], [1.0447, -1.9218, 0.3252], [0.9815, -2.7401, -0.6621], [0.1108, -2.8170, -2.0977], [2.1709, -4.1209, -0.4804], [3.0115, -3.7930, 1.1196], [2.2707, -4.4101, 2.2649], [2.4751, -5.7477, 2.6028], [1.7686, -6.3413, 3.6370], [0.8416, -5.5997, 4.3572], [0.6381, -4.2647, 4.0362], [1.3456, -3.6718, 3.0007], [2.2502, 0.5133, 0.5630], [3.3159, 1.0057, 1.3121], [4.5419, 1.2838, 0.7221], [4.7079, 1.0661, -0.6389], [3.6555, 0.6008, -1.4145], [2.4043, 0.3397, -0.8499], [1.3615, 0.0120, -1.5798], [-0.5893, 0.6044, 2.5471], [0.4820, 1.9876, 2.2867], [1.0524, 0.5759, 3.2028], [3.0468, -2.7086, 1.1915], [4.0159, -4.2077, 1.0207], [3.1934, -6.3237, 2.0289], [1.9387, -7.3834, 3.8836], [0.2714, -6.0582, 5.1570], [-0.0803, -3.6787, 4.5974], [1.1637, -2.6384, 2.7338], [3.1882, 1.1483, 2.3794], [5.3630, 1.6546, 1.3255], [5.6635, 1.2702, -1.1095], [3.7770, 0.4599, -2.4819], [-3.3870, -2.1997, -2.9068], [-2.6110, -1.1886, -2.3524], [-2.5501, -1.0790, -0.6302], [-2.0362, -0.3793, -3.1916], [-1.1871, 0.5272, -2.6190], [-0.8147, 1.5576, -3.3797], [0.0257, 2.5320, -2.8303], [0.4917, 3.6653, -3.5482], [1.2858, 4.5865, -2.9250], [1.6242, 4.4034, -1.5693], [1.1366, 3.2807, -0.9266], [0.3654, 2.3701, -1.5056], [-3.4952, -2.9570, -2.2523], [-3.0201, -2.5098, -3.7956], [-1.1933, 1.6357, -4.3934], [0.2071, 3.7767, -4.5878], [1.6487, 5.4543, -3.4644], [2.2475, 5.1130, -1.0441], [1.3667, 3.1130, 0.1202], [-7.4782, 2.9103, 1.7397], [-5.9855, 2.6173, 0.5733], [-6.2241, 2.4927, -0.7831], [-5.1355, 2.3113, -1.6274], [-3.8532, 2.2297, -1.1127], [-3.6404, 2.3344, 0.2570], [-4.7156, 2.5501, 1.1097], [-2.2434, 2.2348, 0.8405], [-1.9950, 2.8638, 1.8635], [-1.4052, 1.5406, 0.1660], [-7.2308, 2.5302, -1.1761], [-5.3041, 2.2155, -2.6926], [-3.0079, 2.0733, -1.7672], [-4.5365, 2.6609, 2.1700]],
  "atomic_forces_ev_per_a": [[-1.481, -0.574, 0.432], [-0.063, 0.221, -0.263], [0.119, -0.363, 0.246], [0.506, -0.463, 0.706], [0.745, -0.381, 0.550], [-0.075, 0.150, 0.358], [-0.101, -0.053, -0.267], [0.031, 0.110, -0.044], [-0.390, -0.049, -0.446], [0.081, 0.022, 0.157], [0.023, 0.083, -0.030], [0.000, -0.020, 0.031], [-0.039, -0.006, 0.027], [0.005, 0.000, 0.035], [-0.027, 0.010, 0.040], [0.353, -0.076, -0.243], [-0.085, -0.091, -0.047], [0.118, 0.038, 0.091], [-0.060, -0.040, -0.015], [0.004, -0.046, -0.164], [0.403, 0.100, 0.442], [1.343, -0.180, -0.333], [0.003, 0.040, -0.011], [-0.034, -0.025, 0.064], [0.039, -0.059, -0.026], [0.100, 0.052, 0.127], [-0.002, 0.009, 0.023], [-0.014, -0.037, 0.016], [-0.003, -0.002, -0.022], [0.037, -0.015, 0.008], [-0.018, 0.000, -0.038], [0.020, -0.021, -0.047], [-0.027, 0.028, 0.000], [-0.004, 0.003, -0.021], [-0.001, 0.016, 0.006], [-0.060, -0.007, 0.001], [-0.133, -0.031, -0.075], [-0.091, 0.436, 0.111], [0.311, 0.042, -0.361], [-0.241, -0.319, -0.560], [-0.493, 0.335, -1.032], [-0.166, -0.130, -0.149], [0.011, 0.231, 0.066], [0.017, 0.002, -0.015], [-0.047, -0.067, 0.040], [-0.001, 0.012, -0.048], [0.037, 0.215, 0.159], [0.043, 0.115, -0.469], [0.034, -0.089, -0.004], [0.005, 0.042, -0.007], [0.044, -0.046, -0.021], [0.006, -0.003, 0.000], [-0.008, -0.008, -0.026], [-0.004, -0.040, 0.052], [-0.005, -0.064, -0.017], [0.048, -0.025, -0.021], [-0.143, 0.037, 0.059], [0.091, -0.011, -0.068], [-0.149, 0.043, 0.017], [0.108, -0.078, 0.042], [0.059, -0.129, -0.135], [0.046, 0.015, 0.028], [0.149, 0.427, -0.090], [-0.105, -0.174, 0.070], [-0.948, 0.985, 1.096], [-0.016, 0.029, 0.037], [0.054, -0.023, -0.003], [0.037, -0.099, -0.012], [0.001, -0.007, -0.003]]
}


How do the records compare in energy above the lowest of the compared OMol25 structures with the same formula, charge and spin? In the order shown, they have 0.083, 1.883 eV.